1.
The following is a quantum chemistry calculation of one molecule with the formula C6H10O in a non-equilibrium geometry, from OMol25.

Molar mass in g/mol: 98.14
Charge: 0
E_tot in Ha: -309.79635
Lowest unoccupied orbital energy in Eh: 0.0321

```
17
Properties=species:S:1:pos:R:3:forces:R:3:mulliken_charge:R:1
C -0.951 -1.610 -1.597 -0.091 1.160 0.375 -1.29
C -0.529 -0.387 -0.773 1.263 -0.841 -0.100 0.80
C -0.475 0.877 -1.578 0.294 -0.142 -0.277 -1.38
C 0.051 -0.527 0.435 -1.179 1.212 -0.836 -0.21
C 0.677 0.584 1.174 -0.939 -0.396 1.943 -0.41
C 1.137 0.317 2.413 0.261 -0.151 -1.912 0.02
O 1.580 1.216 3.312 0.160 -0.396 0.616 -0.49
H -0.614 -1.328 -2.595 0.023 -0.643 -0.218 0.35
H -2.030 -1.763 -1.658 -0.027 0.020 0.096 0.27
H -0.458 -2.509 -1.242 -0.044 -0.101 -0.096 0.37
H 0.346 0.914 -2.303 0.155 -0.531 0.003 0.31
H -1.368 0.876 -2.208 -0.172 0.715 0.260 0.37
H -0.279 1.764 -0.982 -0.735 0.143 0.029 0.31
H -0.228 -1.431 0.968 0.779 -0.218 0.096 0.31
H 0.436 1.634 1.020 0.166 -0.105 -0.763 0.03
H 1.294 -0.739 2.604 0.162 0.228 0.958 0.35
H 1.412 2.112 3.009 -0.074 0.048 -0.173 0.31
```
Positions in Å, forces in eV/Å.

***

2.
The following is a quantum chemistry calculation of C67H81AsBBiGeN6O3S3 as an isolated structure, from OMol25.

Molar mass in g/mol: 1481.95
Charge: +2
E_tot in Ha: -8902.23110
Lowest unoccupied orbital energy in Eh: -0.2064

```
164
Properties=species:S:1:pos:R:3:forces:R:3:mulliken_charge:R:1
Bi 1.086 0.729 0.735 -0.348 0.864 -0.049 2.20
C -1.830 4.212 -2.111 -0.009 -0.070 0.065 -2.05
C -2.138 2.756 -2.281 0.067 0.188 0.071 0.10
C -2.716 2.264 -3.405 -0.003 0.032 -0.119 -0.92
C -2.928 0.870 -3.561 -0.017 -0.013 -0.052 -0.66
N -2.700 0.054 -2.574 -0.046 -0.090 -0.056 0.31
N -2.219 0.543 -1.410 0.011 0.004 0.188 1.01
B -2.550 -0.478 -0.296 0.360 0.008 -0.185 -1.33
N -2.531 -0.089 1.160 -0.181 -0.071 -0.122 -0.33
N -3.759 -0.068 0.596 -0.140 0.085 0.107 0.37
C -4.845 0.273 1.223 0.053 -0.036 -0.063 0.47
C -4.668 0.532 2.615 -0.103 0.047 0.038 -1.08
C -3.451 0.491 3.222 0.038 0.001 0.120 0.41
C -3.292 0.767 4.679 0.049 -0.005 -0.006 -1.77
C -2.258 0.207 2.434 0.064 -0.048 -0.108 0.19
S -0.706 0.302 3.050 -0.048 0.043 0.141 0.07
C -6.168 0.382 0.503 -0.032 -0.021 0.018 2.50
C -6.781 1.755 0.833 0.022 -0.024 0.056 -1.73
C -5.970 0.261 -1.009 0.080 0.038 0.010 -1.62
C -7.084 -0.745 1.014 0.050 0.006 -0.019 -1.72
N -2.468 -1.947 -0.666 0.017 0.044 0.064 0.19
N -3.600 -2.433 -1.238 -0.090 0.071 0.101 0.13
C -3.635 -3.691 -1.550 -0.028 -0.094 -0.035 0.01
C -2.503 -4.535 -1.327 -0.027 -0.072 -0.009 -0.81
C -1.387 -4.068 -0.722 0.144 -0.102 -0.047 0.21
C -0.196 -4.927 -0.430 -0.023 0.073 0.016 -1.47
C -1.379 -2.680 -0.348 -0.062 0.176 -0.005 0.37
S -0.094 -2.012 0.515 0.091 -0.155 -0.096 0.09
C -4.899 -4.268 -2.170 0.037 -0.063 -0.067 2.03
C -5.337 -5.508 -1.374 0.015 0.013 0.017 -1.85
C -6.042 -3.258 -2.168 -0.027 0.013 0.001 -1.39
C -4.579 -4.675 -3.620 0.016 0.004 0.033 -1.34
C -1.828 1.824 -1.240 -0.097 -0.133 0.057 1.28
S -1.043 2.371 0.180 -0.102 0.050 0.052 -0.49
C -3.445 0.306 -4.871 -0.058 -0.107 0.004 2.26
C -2.465 0.671 -5.994 0.045 0.042 -0.007 -1.88
C -4.822 0.931 -5.151 -0.025 0.014 0.014 -1.72
C -3.587 -1.215 -4.796 0.052 0.084 0.075 -1.62
H -2.039 4.763 -3.026 -0.011 -0.034 0.011 0.48
H -0.786 4.353 -1.832 -0.003 0.006 -0.016 0.35
H -2.426 4.636 -1.299 0.011 -0.012 -0.014 0.38
H -2.983 2.940 -4.210 0.027 -0.046 0.012 0.51
H -5.543 0.778 3.203 0.040 -0.004 -0.029 0.39
H -4.253 0.950 5.156 0.011 -0.020 -0.029 0.43
H -2.643 1.633 4.828 -0.023 -0.017 -0.017 0.31
H -2.795 -0.073 5.168 -0.024 0.014 -0.014 0.36
H -6.084 2.566 0.603 -0.057 -0.037 -0.011 0.34
H -7.070 1.833 1.883 0.010 0.015 -0.070 0.42
H -7.679 1.897 0.230 0.034 -0.016 0.044 0.45
H -5.394 1.110 -1.396 -0.042 -0.062 0.019 0.16
H -6.947 0.267 -1.496 0.050 0.015 0.008 0.70
H -5.456 -0.663 -1.279 -0.014 0.039 0.005 -0.10
H -7.237 -0.684 2.094 0.006 -0.007 -0.074 0.38
H -6.664 -1.725 0.776 -0.036 0.056 0.030 0.29
H -8.059 -0.662 0.530 0.049 -0.003 0.031 0.47
H -2.548 -5.575 -1.625 -0.028 0.071 -0.015 0.47
H -0.299 -5.904 -0.900 -0.020 0.044 0.023 0.46
H -0.084 -5.062 0.649 0.006 0.020 -0.058 0.40
H 0.724 -4.448 -0.776 -0.050 -0.037 0.011 0.08
H -5.536 -5.256 -0.329 0.011 -0.022 -0.053 0.38
H -4.593 -6.307 -1.400 -0.050 0.044 0.005 0.33
H -6.257 -5.905 -1.808 0.048 0.012 0.032 0.49
H -6.313 -2.969 -1.149 0.022 -0.002 -0.074 0.13
H -6.918 -3.712 -2.635 0.037 0.024 0.031 0.51
H -5.789 -2.356 -2.726 -0.020 -0.031 0.026 0.06
H -3.767 -5.406 -3.665 -0.055 0.034 -0.006 0.35
H -4.292 -3.806 -4.216 -0.022 -0.086 0.027 0.09
H -5.462 -5.130 -4.076 0.059 0.028 0.024 0.48
H -2.286 1.749 -6.053 -0.016 -0.094 -0.029 0.32
H -2.875 0.349 -6.953 0.023 0.015 0.031 0.55
H -1.503 0.169 -5.852 -0.056 0.040 -0.018 0.28
H -4.758 2.004 -5.347 -0.013 -0.074 0.033 0.42
H -5.505 0.769 -4.312 0.035 0.009 -0.052 0.20
H -5.257 0.460 -6.034 0.019 0.050 0.011 0.50
H -2.622 -1.698 -4.614 -0.073 0.029 -0.012 0.32
H -3.990 -1.587 -5.740 0.039 0.021 0.060 0.58
H -4.260 -1.500 -3.986 0.019 -0.002 -0.052 -0.03
O 1.142 2.575 2.505 0.057 -0.096 -0.088 0.39
C 2.343 3.373 2.498 0.174 0.157 0.134 3.13
C 2.966 3.268 1.084 0.041 0.069 -0.091 -0.60
O 3.933 3.919 0.768 -0.098 -0.175 0.034 -0.64
O 2.364 2.433 0.264 0.172 -0.188 0.077 -0.23
C 3.268 2.807 3.581 -0.053 0.008 0.031 -0.31
C 2.695 2.220 4.708 0.003 0.015 0.081 -0.36
C 3.489 1.837 5.780 0.011 0.079 -0.011 -0.74
C 4.865 2.012 5.730 -0.045 0.074 -0.034 -0.74
C 5.439 2.584 4.603 0.016 -0.028 0.040 -0.83
C 4.646 2.996 3.539 -0.008 -0.023 -0.050 -0.15
C 1.987 4.818 2.880 -0.049 -0.042 -0.011 -0.13
C 2.874 5.866 2.643 -0.007 0.037 -0.049 -0.48
C 2.574 7.148 3.079 0.015 0.004 0.013 -0.94
C 1.391 7.407 3.759 -0.017 -0.011 -0.013 -0.54
C 0.505 6.371 3.999 -0.008 -0.044 -0.030 -1.23
C 0.805 5.082 3.572 0.014 0.047 0.009 -0.16
H 0.410 3.179 2.317 -0.118 -0.023 0.031 -0.12
H 1.620 2.087 4.760 0.080 0.002 0.010 0.39
H 3.028 1.406 6.662 0.021 -0.016 -0.051 0.48
H 5.483 1.716 6.569 -0.022 0.013 -0.044 0.47
H 6.512 2.731 4.556 -0.060 0.012 0.001 0.45
H 5.099 3.480 2.683 -0.021 -0.021 0.018 0.54
H 3.793 5.681 2.106 -0.029 0.003 0.058 0.47
H 3.277 7.950 2.890 -0.044 -0.050 0.004 0.44
H 1.167 8.408 4.108 0.012 -0.041 -0.035 0.43
H -0.420 6.555 4.533 0.048 -0.012 -0.007 0.43
H 0.113 4.288 3.834 0.034 0.016 0.027 0.67
C 1.005 3.014 -4.380 -0.076 -0.124 0.036 -1.54
C 0.725 1.537 -4.110 -0.098 0.515 0.248 0.29
As 1.463 0.808 -2.435 0.085 -0.686 -0.505 0.61
C 0.978 -1.055 -2.919 0.168 -0.101 0.013 1.54
C 1.768 -1.694 -4.061 -0.062 0.041 0.060 -1.70
C 3.363 0.840 -2.954 0.071 0.315 0.243 -0.19
C 4.114 2.106 -2.535 -0.001 -0.060 -0.023 -1.12
H 0.511 3.326 -5.303 0.028 0.031 0.018 0.41
H 2.072 3.201 -4.502 -0.024 0.014 0.002 0.37
H 0.646 3.653 -3.570 0.038 -0.036 -0.043 0.20
H 1.154 0.916 -4.895 0.025 -0.050 -0.052 0.67
H -0.347 1.345 -4.088 0.026 -0.045 -0.019 -0.73
H -0.089 -1.030 -3.163 -0.032 0.043 0.031 -0.49
H 1.074 -1.665 -2.022 0.005 -0.015 0.076 -0.28
H 1.540 -1.242 -5.027 0.025 -0.004 0.000 0.37
H 1.524 -2.757 -4.132 0.000 0.038 -0.040 0.45
H 2.845 -1.614 -3.907 -0.033 -0.052 0.011 0.26
H 3.368 0.725 -4.037 0.000 -0.056 -0.075 0.68
H 3.854 -0.032 -2.525 -0.039 -0.082 0.037 -0.08
H 3.664 3.007 -2.955 0.030 -0.027 0.028 0.21
H 5.146 2.050 -2.887 -0.049 0.019 -0.007 0.45
H 4.134 2.228 -1.454 -0.003 -0.013 0.015 -0.07
C 2.908 -0.730 2.098 0.346 -0.159 -0.310 -0.51
C 3.115 -0.944 3.282 -0.412 0.212 0.481 -0.14
C 3.353 -1.191 4.666 0.380 -0.168 -0.156 0.27
C 4.688 -1.239 5.087 -0.097 -0.037 0.040 -0.56
C 4.979 -1.561 6.401 -0.017 -0.015 0.009 -0.74
C 3.948 -1.817 7.298 0.028 0.014 -0.024 -0.44
C 2.622 -1.757 6.881 -0.013 0.046 0.068 -0.80
C 2.320 -1.453 5.566 -0.132 -0.026 -0.089 0.10
H 5.480 -1.029 4.379 -0.025 0.005 0.022 0.53
H 6.011 -1.614 6.726 -0.045 0.012 0.003 0.48
H 4.178 -2.069 8.327 -0.016 0.020 -0.056 0.43
H 1.822 -1.953 7.585 0.051 -0.001 -0.035 0.45
H 1.291 -1.413 5.229 0.036 -0.027 -0.003 0.55
Ge 3.688 -1.370 0.447 0.148 -0.337 -0.163 1.00
C 5.345 -0.430 0.148 0.014 -0.048 0.030 -0.19
C 5.657 0.713 0.880 0.008 0.032 -0.039 0.13
C 6.799 1.443 0.576 -0.014 0.000 0.021 -0.36
C 7.629 1.033 -0.458 -0.023 -0.035 -0.007 -0.79
C 7.332 -0.118 -1.180 -0.011 -0.014 0.019 -0.82
C 6.193 -0.852 -0.877 0.010 0.083 0.046 0.04
C 3.675 -3.300 0.343 0.072 -0.016 0.016 0.24
C 3.680 -3.873 -0.930 -0.033 -0.042 0.068 -0.24
C 3.707 -5.255 -1.077 -0.017 0.034 0.037 -0.76
C 3.716 -6.068 0.050 -0.007 0.020 0.004 -0.63
C 3.687 -5.503 1.319 -0.009 0.027 0.012 -0.72
C 3.673 -4.122 1.468 0.006 -0.004 -0.058 -0.25
H 2.690 -0.960 -0.664 -0.130 0.217 0.009 -0.46
H 5.012 1.038 1.691 0.031 0.001 -0.038 0.01
H 7.035 2.334 1.146 -0.012 -0.033 -0.049 0.42
H 8.516 1.606 -0.700 -0.020 -0.019 0.017 0.41
H 7.991 -0.447 -1.975 -0.022 0.020 0.034 0.44
H 5.976 -1.760 -1.433 0.012 0.035 -0.007 0.46
H 3.657 -3.241 -1.815 0.013 -0.048 0.020 0.34
H 3.721 -5.696 -2.066 0.023 0.007 0.014 0.43
H 3.755 -7.145 -0.061 -0.040 0.043 0.003 0.41
H 3.678 -6.140 2.195 0.036 0.023 -0.036 0.44
H 3.660 -3.687 2.463 -0.011 -0.030 -0.047 0.39
```
Positions in Å, forces in eV/Å.